[1]
This record from the OMol25 dataset describes a molecular structure, C53H50Cl2N4O3P2S2Tc at a distorted geometry. The level of theory is ωB97M-V with the def2-TZVPD basis set.

```
117
Properties=species:S:1:pos:R:3:forces:R:3
Tc 0.2955 -0.2587 0.7401 0.889 -2.312 0.147
C -4.0068 2.1891 -3.9625 -0.025 -0.105 -0.037
C -3.7998 0.6799 -3.7236 -0.053 0.097 -0.008
C -4.6816 -0.1295 -4.6864 0.063 0.001 0.058
C -4.1834 0.3734 -2.2796 0.214 0.016 -0.120
C -5.4966 0.4494 -1.8297 0.052 -0.018 0.037
C -5.8247 0.2464 -0.4967 -0.104 0.038 0.064
C -4.8360 -0.0118 0.4365 0.025 0.023 -0.089
C -3.5153 -0.1195 0.0145 0.417 -0.038 -0.216
P -2.1550 -0.4011 1.2000 -0.434 0.094 0.265
C -2.6043 0.9225 2.3818 0.053 0.052 -0.061
C -3.1582 0.6800 3.6331 0.052 -0.016 -0.050
C -3.5591 1.7462 4.4285 -0.023 0.011 0.043
C -3.3945 3.0501 3.9906 -0.032 -0.014 0.058
C -2.8448 3.2959 2.7386 0.008 0.027 -0.106
C -2.4673 2.2372 1.9325 -0.008 -0.092 0.074
C -2.6181 -1.9321 2.0744 0.131 -0.075 -0.169
C -3.7159 -2.6923 1.6716 0.057 0.080 0.030
C -4.1000 -3.8046 2.4047 -0.028 -0.048 -0.044
C -3.3715 -4.1958 3.5171 -0.015 -0.014 -0.015
C -2.2516 -3.4708 3.8962 0.070 0.027 0.040
C -1.8776 -2.3443 3.1845 -0.087 0.040 -0.048
C -3.2178 0.0675 -1.3310 -0.354 -0.084 0.290
O -1.8974 -0.0690 -1.6195 -0.127 0.106 -0.182
C -1.4825 0.0306 -2.9084 0.229 -0.023 -0.230
C -0.1256 -0.2257 -3.0785 -0.113 0.040 0.251
C 0.4136 -0.1561 -4.3587 0.018 0.062 0.049
C -0.4107 0.1420 -5.4303 0.020 0.014 -0.114
C -1.7590 0.3983 -5.2270 0.032 0.006 0.097
C -2.3283 0.3574 -3.9581 -0.141 -0.064 0.090
P 0.8648 -0.7291 -1.6337 0.278 -0.173 -0.597
C 2.4451 0.1308 -2.0208 -0.015 0.137 0.161
C 3.6050 -0.5427 -2.3961 -0.094 -0.036 0.015
C 4.7550 0.1671 -2.7172 0.010 0.059 -0.017
C 4.7686 1.5512 -2.6432 0.035 -0.069 -0.016
C 3.6189 2.2296 -2.2622 0.003 0.094 0.008
C 2.4630 1.5257 -1.9696 -0.005 -0.116 -0.004
C 1.2868 -2.4722 -1.9836 0.028 0.036 0.176
C 0.8968 -3.1083 -3.1594 -0.045 0.100 0.044
C 1.3179 -4.4038 -3.4229 -0.042 -0.081 -0.057
C 2.1147 -5.0825 -2.5147 -0.039 0.002 0.057
C 2.4925 -4.4600 -1.3325 0.006 -0.035 -0.016
C 2.0883 -3.1621 -1.0707 0.079 0.029 -0.042
H -5.0480 2.4622 -3.7893 -0.002 0.022 -0.012
H -3.7475 2.4520 -4.9887 -0.006 0.017 -0.002
H -3.3800 2.7734 -3.2866 -0.008 0.024 0.000
H -5.7339 0.1045 -4.5352 -0.014 -0.003 -0.016
H -4.5387 -1.1991 -4.5305 -0.020 -0.008 -0.019
H -4.4463 0.1038 -5.7236 -0.004 0.003 -0.008
H -6.2860 0.6869 -2.5303 -0.008 -0.014 -0.014
H -6.8583 0.3037 -0.1842 0.008 0.034 0.010
H -5.0877 -0.1365 1.4816 -0.008 0.017 0.013
H -3.2917 -0.3333 3.9879 -0.013 0.005 0.002
H -4.0182 1.5519 5.3888 0.035 0.002 0.017
H -3.7159 3.8729 4.6150 0.024 0.012 -0.003
H -2.7366 4.3135 2.3845 -0.025 0.002 0.005
H -2.0842 2.4125 0.9340 -0.063 0.093 0.014
H -4.2696 -2.4301 0.7826 -0.051 0.016 0.007
H -4.9711 -4.3662 2.0944 0.031 -0.043 -0.002
H -3.6641 -5.0727 4.0785 -0.012 0.001 0.000
H -1.6557 -3.7875 4.7413 -0.015 -0.007 0.011
H -1.0007 -1.7940 3.4901 0.031 -0.045 0.040
H 1.4679 -0.3480 -4.5135 0.002 0.006 -0.022
H -0.0075 0.1682 -6.4334 0.029 0.043 0.018
H -2.3818 0.6435 -6.0770 0.009 -0.008 -0.023
H 3.6171 -1.6213 -2.4571 -0.022 -0.048 -0.010
H 5.6383 -0.3678 -3.0431 0.003 -0.013 0.007
H 5.6657 2.1005 -2.8982 -0.008 0.016 -0.002
H 3.6287 3.3111 -2.2081 -0.050 0.001 -0.041
H 1.5537 2.0562 -1.7200 0.046 0.054 -0.046
H 0.2583 -2.6049 -3.8703 -0.009 -0.018 -0.034
H 1.0124 -4.8890 -4.3404 -0.018 0.016 -0.002
H 2.4261 -6.0987 -2.7152 0.004 0.002 -0.023
H 3.0870 -4.9976 -0.6054 0.004 0.024 0.015
H 2.3897 -2.6872 -0.1468 -0.001 -0.023 -0.007
Cl 0.3258 0.3835 3.2083 -0.476 0.260 0.497
C 1.5302 0.9490 4.3439 0.734 0.102 0.346
C 1.2796 0.6423 5.6678 -0.258 -0.216 -0.226
C 2.1911 1.0218 6.6380 0.099 0.058 0.024
C 3.3398 1.7101 6.2899 0.062 0.038 0.069
C 3.5730 2.0385 4.9664 -0.150 -0.098 0.046
Cl 4.9752 2.9630 4.5840 0.055 -0.037 0.034
C 2.6701 1.6704 3.9498 -0.037 0.145 -0.345
S 2.9333 2.1815 2.3167 -0.047 -0.350 -0.031
H 0.3750 0.1138 5.9374 0.046 -0.056 -0.013
H 2.0065 0.7758 7.6741 -0.029 0.004 0.003
H 4.0532 2.0071 7.0457 0.003 0.015 -0.016
C -1.0221 -3.6513 -0.2034 0.203 0.172 0.272
C -0.0473 -3.3927 0.9400 -0.490 -0.937 -0.383
O 0.3563 -4.2942 1.6257 0.107 0.358 0.039
O 0.3546 -2.1358 1.1249 0.201 0.548 0.236
H -0.5127 -4.2523 -0.9559 0.011 0.019 0.001
H -1.3811 -2.7262 -0.6547 -0.064 -0.029 -0.064
H -1.8537 -4.2402 0.1751 -0.037 0.026 0.061
S 3.0970 -0.6828 1.3291 -0.616 0.101 0.590
C 4.7013 -0.5234 0.7932 -0.133 0.121 -0.366
N 5.4790 -1.5719 0.5332 0.195 -0.045 -0.011
C 6.8682 -1.1849 0.2813 0.064 -0.044 -0.040
C 6.7847 0.3558 0.2895 0.073 0.099 -0.073
N 5.3797 0.5999 0.6158 0.184 0.009 0.071
H 5.1897 -2.5218 0.6908 -0.136 0.055 0.041
H 7.2108 -1.5755 -0.6755 -0.026 0.023 -0.006
H 7.5238 -1.5695 1.0621 -0.029 0.021 0.010
H 7.0277 0.7858 -0.6821 -0.017 -0.021 0.007
H 7.4384 0.8012 1.0378 -0.022 -0.009 0.006
H 5.0118 1.4978 0.8861 -0.099 -0.035 0.058
C -0.4359 4.6280 -0.8843 -0.174 0.044 -0.202
N 0.3840 4.0968 0.2086 0.161 0.130 0.073
C 1.0737 5.0715 1.0551 0.108 0.139 0.249
C 0.4195 2.8226 0.4109 -0.428 -0.324 -0.307
N 0.3222 1.6627 0.4442 0.095 2.001 -0.329
H 0.1938 5.1678 -1.5915 0.040 -0.024 0.035
H -1.1829 5.3127 -0.4822 0.016 -0.022 0.045
H -0.9418 3.8173 -1.4042 0.030 -0.038 0.027
H 1.6508 5.7501 0.4278 -0.028 -0.051 -0.052
H 1.7460 4.5668 1.7414 -0.012 -0.079 -0.007
H 0.3474 5.6480 1.6296 -0.032 -0.032 -0.059
```
Forces are in eV/Å.

## Properties
* spin multiplicity: 4
* energy above the lowest of the compared OMol25 structures with the same formula, charge and spin: 0.0000 eV
* energy: -4974.228991 Eh
* total charge: +2
* HOMO energy (spin up / spin down): -0.4650 / -0.4716 Ha
* LUMO level (spin up / spin down): -5.78 / -6.60 eV

***

[2]
This record from the OMol25 dataset describes a molecular structure, C53H52Cl3N2OP2SiTa at a distorted geometry. The level of theory is ωB97M-V with the def2-TZVPD basis set.

```
115
Properties=species:S:1:pos:R:3:forces:R:3
Ta 0.3713 0.0134 0.1331 -0.929 1.476 0.027
C 3.1118 0.9478 2.0692 -0.171 -0.090 0.010
P 2.7382 1.4321 0.3215 0.313 0.245 0.574
C 4.3063 1.0578 -0.5353 -0.294 -0.119 -0.258
C 4.3439 0.3983 -1.7570 -0.045 0.152 0.041
C 5.5598 0.1536 -2.3805 0.031 0.014 -0.069
C 6.7379 0.5968 -1.7991 -0.056 0.010 -0.010
C 6.6987 1.2929 -0.5966 0.056 0.030 0.028
C 5.4904 1.5199 0.0390 -0.053 -0.005 0.057
C 2.7669 3.2506 0.2929 -0.233 -0.096 -0.124
C 3.1981 3.8778 -0.8789 0.027 -0.048 0.067
C 3.2199 5.2590 -0.9600 0.009 0.018 -0.058
C 2.8095 6.0268 0.1220 0.011 -0.067 -0.015
C 2.3711 5.4066 1.2823 -0.029 0.103 0.040
C 2.3377 4.0237 1.3683 0.031 -0.074 0.036
C 2.0972 0.0467 2.7144 0.362 0.126 0.306
C 2.1203 -0.4196 3.9968 -0.135 0.033 -0.128
C 0.9504 -1.2151 4.1812 -0.043 -0.030 -0.188
C 0.2665 -1.2038 3.0030 -0.092 -0.273 0.319
C -1.0621 -1.8044 2.6693 0.124 0.140 -0.102
P -1.8626 -0.7150 1.4143 -0.113 -0.101 0.526
C -2.7493 0.4311 2.5166 0.119 0.069 -0.084
C -4.1282 0.5945 2.4294 0.050 -0.036 -0.087
C -4.7954 1.3334 3.3943 -0.072 0.053 -0.007
C -4.0971 1.9106 4.4441 0.025 0.008 -0.024
C -2.7157 1.7855 4.5081 0.018 0.041 -0.003
C -2.0412 1.0521 3.5470 0.041 -0.048 -0.014
C -3.1310 -1.7072 0.5913 0.175 0.211 -0.162
C -3.9400 -2.5507 1.3513 0.018 0.082 -0.024
C -4.9345 -3.2897 0.7320 -0.037 -0.018 0.074
C -5.1304 -3.1876 -0.6397 0.030 -0.012 0.009
C -4.3216 -2.3533 -1.3987 0.030 -0.026 -0.074
C -3.3197 -1.6154 -0.7855 0.016 -0.015 0.021
N 0.9509 -0.4175 2.0720 -0.111 -0.262 -0.392
H 3.2222 1.8575 2.6612 0.054 0.014 -0.046
H 4.0840 0.4534 2.0637 0.020 0.041 -0.083
H 3.4228 0.0903 -2.2332 0.029 -0.062 0.057
H 5.5822 -0.3787 -3.3230 0.007 0.039 0.009
H 7.6854 0.4141 -2.2878 0.003 0.006 0.003
H 7.6128 1.6710 -0.1588 0.001 -0.039 0.023
H 5.4673 2.0710 0.9719 0.046 0.010 -0.007
H 3.5418 3.2825 -1.7167 0.012 0.040 -0.020
H 3.5685 5.7345 -1.8672 -0.006 0.017 0.013
H 2.8379 7.1061 0.0595 -0.010 0.003 0.015
H 2.0507 6.0044 2.1254 -0.001 -0.019 0.003
H 1.9825 3.5603 2.2811 -0.029 0.006 -0.005
H 2.8610 -0.1948 4.7478 0.050 0.011 -0.051
H 0.6449 -1.7199 5.0839 -0.013 0.031 0.009
H -1.6858 -1.8308 3.5623 -0.068 -0.006 -0.025
H -0.9802 -2.8175 2.2816 -0.082 0.069 0.014
H -4.6831 0.1388 1.6197 -0.023 0.008 0.021
H -5.8683 1.4548 3.3241 0.001 -0.028 0.021
H -4.6264 2.4536 5.2155 -0.004 0.051 -0.041
H -2.1612 2.2536 5.3106 -0.013 -0.013 0.009
H -0.9652 0.9433 3.6158 0.000 -0.006 0.064
H -3.8033 -2.6188 2.4238 -0.013 -0.033 0.004
H -5.5639 -3.9384 1.3269 -0.008 -0.006 -0.024
H -5.9146 -3.7595 -1.1180 0.002 -0.002 0.008
H -4.4674 -2.2827 -2.4690 -0.009 0.016 0.012
H -2.6813 -0.9722 -1.3827 -0.035 -0.119 -0.014
C -0.0660 2.8701 -2.2574 -0.017 -0.321 0.278
Si -0.0585 1.1228 -2.9493 0.025 0.871 -0.595
C 1.5592 1.1124 -3.9405 -0.334 -0.155 0.004
C -1.6915 0.9589 -3.8778 0.312 -0.142 0.100
N 0.0500 -0.3072 -1.7967 0.015 -0.012 0.895
C 0.0833 -1.5587 -2.4576 0.084 -0.868 -0.256
C 0.1839 -1.7106 -3.8495 -0.078 0.295 0.101
C 0.3359 -2.9368 -4.4643 -0.023 -0.059 -0.055
C 0.3861 -4.0882 -3.6983 0.069 0.117 0.035
C 0.2361 -3.9870 -2.3284 -0.010 -0.112 0.139
C 0.0537 -2.7551 -1.7175 0.011 0.089 -0.030
O -0.1330 -2.6606 -0.3347 -0.219 0.557 -0.414
C -0.4504 -3.8742 0.3142 0.247 -0.311 0.295
C 0.4546 -4.3630 1.2408 0.187 0.103 -0.119
C 0.1718 -5.5460 1.9095 0.015 -0.024 0.042
C -1.0034 -6.2325 1.6451 -0.058 -0.036 -0.043
C -1.8940 -5.7364 0.7021 0.043 -0.019 0.034
C -1.6196 -4.5570 0.0293 -0.043 0.242 -0.102
H -0.0382 3.4983 -3.1538 0.046 -0.105 -0.111
H 0.8142 3.1295 -1.6690 -0.001 0.025 -0.071
H -0.9632 3.1414 -1.7068 0.058 0.017 -0.092
H 1.3482 1.3700 -4.9824 0.006 0.004 -0.003
H 2.0930 0.1626 -3.9452 -0.034 -0.006 -0.014
H 2.2291 1.8826 -3.5530 -0.048 0.012 0.043
H -1.5860 1.3931 -4.8751 0.003 0.007 -0.001
H -2.4601 1.5327 -3.3561 0.038 0.019 0.031
H -2.0511 -0.0629 -4.0000 0.027 -0.007 -0.002
H 0.1372 -0.8413 -4.4861 0.068 -0.001 -0.034
H 0.4248 -2.9826 -5.5412 -0.022 -0.002 0.010
H 0.5490 -5.0565 -4.1504 -0.046 0.002 -0.014
H 0.2594 -4.8813 -1.7240 -0.008 -0.014 0.000
H 1.3652 -3.8124 1.4485 -0.044 -0.004 0.003
H 0.8789 -5.9333 2.6305 -0.011 0.017 0.018
H -1.2241 -7.1595 2.1565 0.028 0.014 0.027
H -2.8065 -6.2721 0.4767 0.006 -0.002 0.013
H -2.2970 -4.1850 -0.7254 -0.078 0.074 -0.032
Cl 3.5591 -2.6423 -2.6421 -0.124 -0.220 0.200
C 3.6950 -2.7486 -0.8924 0.228 0.009 -0.852
Cl 2.5674 -1.6413 -0.0214 0.670 -0.588 0.576
H 4.6971 -2.4488 -0.6059 -0.069 0.102 0.122
H 3.4542 -3.7543 -0.5669 -0.123 0.053 0.044
Cl -1.1940 4.7165 1.8949 0.062 0.017 0.062
C -2.2542 3.7636 0.9091 -0.074 -0.258 -0.025
C -3.5223 4.2560 0.6486 -0.030 0.040 0.005
C -4.3986 3.5236 -0.1359 0.000 0.056 0.040
C -3.9947 2.3072 -0.6576 -0.040 -0.125 -0.089
C -2.7230 1.8275 -0.3875 0.106 0.116 -0.035
C -1.8214 2.5305 0.4062 -0.012 0.032 0.097
C -0.4162 2.0633 0.7118 0.041 -0.852 -0.468
H -3.8156 5.2150 1.0537 0.018 -0.012 0.026
H -5.3859 3.9143 -0.3407 -0.006 -0.020 -0.009
H -4.6707 1.7315 -1.2778 0.017 -0.015 -0.011
H -2.4068 0.8903 -0.8326 -0.030 0.099 0.016
H -0.2786 2.0741 1.8014 0.056 -0.096 -0.050
H 0.2571 2.8403 0.3421 0.111 -0.117 -0.007
```
Forces are in eV/Å.

## Properties
* energy above the lowest of the compared OMol25 structures with the same formula, charge and spin: 0.0000 eV
* energy: -4644.987785 Eh
* total charge: +2
* HOMO energy: -0.4735 Ha
* LUMO level: -6.58 eV